The following is a quantum chemistry calculation of a 2-piece molecular cluster, C9H16BClO6 overall in a non-equilibrium geometry, from the Open Molecules 2025 dataset.

```
33
C9H16BClO6 | the Open Molecules 2025 dataset | ωB97M-V with the def2-TZVPD basis set
O 3.5173 -0.0491 1.9025
C 2.3780 -0.3101 1.5934
C 1.0696 0.2638 2.0501
C 0.3425 -1.0353 2.3868
C -1.1684 -0.8865 2.6107
B -2.0022 -2.0828 1.9426
O -2.3766 -2.0180 0.6338
O -2.2971 -3.2043 2.6586
C 0.8046 -1.9076 1.2164
Cl 1.1344 -3.5762 1.7852
O 2.0309 -1.3495 0.7494
H 0.5507 0.7553 1.2364
H 1.1634 0.9625 2.8695
H 0.8285 -1.4514 3.2624
H -1.4823 0.0846 2.2510
H -1.3469 -0.9159 3.6802
H -2.5808 -1.1191 0.3822
H -1.6791 -3.3122 3.3772
H 0.1547 -1.9671 0.3585
C 0.9960 3.0366 -3.1721
C 1.3164 1.6332 -2.7036
O 0.6179 1.2976 -1.4987
C -0.6307 0.8195 -1.4832
C -1.4579 0.8179 -2.7446
O -1.0755 0.4418 -0.4313
H -0.0581 3.1466 -3.4274
H 1.5891 3.2845 -4.0519
H 1.2211 3.7552 -2.3849
H 1.1303 0.8841 -3.4736
H 2.3686 1.5592 -2.4388
H -2.0651 1.7219 -2.7593
H -2.1174 -0.0455 -2.7167
H -0.8758 0.7666 -3.6607
```

Gap between HOMO and LUMO = 10.5 eV
Spin multiplicity = 1
Total charge = 0
E_LUMO = 0.43 eV
Electronic energy = -1289.151210 Eh

***

The following is a quantum chemistry calculation of a 2-piece molecular cluster, C9H16Br2O2Si overall, from the Open Molecules 2025 dataset.

```
30
C9H16Br2O2Si | the Open Molecules 2025 dataset | ωB97M-V with the def2-TZVPD basis set
C 0.4598 0.1960 0.4661
C 0.8843 -0.9878 -0.4297
Si 2.7376 -1.0551 -0.7494
C 3.4568 -2.6845 -0.1354
Br 3.8511 -3.9658 -1.4782
C 3.6726 -3.0329 1.1220
C 4.2364 -4.3187 1.6477
Br 3.2672 -1.7611 2.4682
H 1.0257 1.0966 0.2265
H -0.5934 0.4290 0.3206
H 0.6319 -0.0399 1.5147
H 0.5866 -1.9286 0.0365
H 0.3831 -0.9124 -1.3949
H 3.4312 0.0724 -0.0972
H 3.0168 -0.9941 -2.2023
H 3.9955 -4.4452 2.6980
H 3.8086 -5.1562 1.0937
H 5.3180 -4.3409 1.5161
O -1.3864 3.2367 0.6460
C -2.3806 3.0053 0.0290
C -3.7402 3.6726 0.1405
C -4.6690 2.6860 -0.5666
C -3.7188 2.0287 -1.5635
O -2.4314 2.0404 -0.9241
H -3.6847 4.6319 -0.3765
H -3.9847 3.8501 1.1834
H -5.5304 3.1454 -1.0459
H -5.0308 1.9424 0.1441
H -3.6427 2.5931 -2.4952
H -3.9700 0.9968 -1.7943
```

Gap between HOMO and LUMO = 9.7 eV
Spin multiplicity = 1
Total charge = 0
E_LUMO = 0.74 eV
Electronic energy = -5940.523111 Eh

***

The following is a quantum chemistry calculation of C9H16ClIN2O2PTl as an isolated structure in a non-equilibrium geometry, from the Open Molecules 2025 dataset.

```
33
C9H16ClIN2O2PTl | the Open Molecules 2025 dataset | ωB97M-V with the def2-TZVPD basis set
C -4.2061 2.1917 -4.4748
C -3.5356 1.2900 -3.5351
H -5.1160 1.7702 -4.9309
H -3.4894 2.4209 -5.2778
H -4.4377 3.1381 -3.9648
O -3.7516 0.1441 -3.2178
I -1.4897 2.5047 -2.9354
Tl -2.6710 1.1867 -0.7764
P 1.0537 -1.1011 -0.0647
C 1.3161 -2.9138 -0.1654
C 0.7546 -0.8913 -1.9072
H 2.8782 0.5109 0.1087
H 3.3245 -0.9430 -0.8304
H 3.2527 -1.0356 0.9487
C 2.7816 -0.5831 0.0647
H 0.7190 0.1536 -2.2138
H 1.5783 -1.3652 -2.4517
H 2.0682 -3.0985 -0.9565
H 0.3658 -3.4070 -0.4294
H -0.1778 -1.3699 -2.2120
H 1.6950 -3.2640 0.8077
C 0.1271 -1.0195 1.7182
O -0.9503 -1.5987 1.8838
Cl 0.2535 1.4039 -0.0510
N 1.4520 -0.4189 3.7408
C 1.4855 0.5870 4.6401
C 0.5528 1.5275 4.2340
C -0.0403 1.0698 3.0810
N 0.5580 -0.1111 2.7760
H 1.9945 -1.2713 3.7247
H 2.1312 0.5909 5.5085
H 0.3121 2.4406 4.7202
H -0.7889 1.4616 2.4380
```

Gap between HOMO and LUMO = 7.7 eV
Spin multiplicity = 1
Total charge = +2
E_LUMO = -7.48 eV
Electronic energy = -1883.633678 Eh

***

The following is a quantum chemistry calculation of C9H16HgOSi as an isolated structure, from the Open Molecules 2025 dataset.

```
28
C9H16HgOSi | the Open Molecules 2025 dataset | ωB97M-V with the def2-TZVPD basis set
C -2.3832 -3.6307 2.6190
C -1.9766 -3.1828 1.5703
Si -1.5667 -2.3252 0.0547
C 0.1715 -2.9234 -0.5318
C 1.1779 -2.1457 -0.9700
C -1.5705 -0.4664 0.1758
C -0.6877 0.0987 1.2948
C -0.1545 1.5101 1.0176
C 0.6446 1.5716 -0.2673
O 1.5518 2.6475 -0.2175
C 2.2831 2.9296 -1.3131
H -2.6993 -4.0735 3.5335
H -2.4587 -2.7523 -1.0376
H 0.3354 -4.0086 -0.5581
H 1.6387 -2.3333 -1.9426
H 1.6060 -1.3345 -0.3716
H -1.2990 -0.0987 -0.8207
H -2.6204 -0.1992 0.3245
H 0.1629 -0.5578 1.5131
H -1.2536 0.1420 2.2240
H 0.4959 1.8073 1.8409
H -0.9907 2.2087 0.9743
H 1.2133 0.6288 -0.4177
H -0.0083 1.6884 -1.1451
H 2.1950 2.1958 -2.1187
H 3.3259 3.1344 -1.0674
H 1.8813 3.9494 -1.8089
Hg 0.9862 5.5198 -2.5544
```

Gap between HOMO and LUMO = 2.3 eV
Spin multiplicity = 1
Total charge = +2
E_LUMO = -12.50 eV
Electronic energy = -869.741866 Eh

***

The following is a quantum chemistry calculation of a 2-piece molecular cluster, C9H16N2O overall in a non-equilibrium geometry, from the Open Molecules 2025 dataset.

```
28
C9H16N2O | the Open Molecules 2025 dataset | ωB97M-V with the def2-TZVPD basis set
C 3.0052 1.9693 0.4421
C 1.8816 1.3066 -0.3800
C 2.0353 -0.2021 -0.5589
C 2.3682 -1.0854 0.6733
C 3.8124 -1.2007 0.1268
N 3.3217 -0.6527 -1.1582
H 2.8271 3.0551 0.4818
H 2.9900 1.6179 1.4789
H 3.9836 1.8170 -0.0106
H 1.8344 1.7380 -1.3736
H 0.9088 1.4870 0.1098
H 1.1434 -0.5679 -1.1483
H 1.8152 -2.0223 0.6345
H 2.2611 -0.6543 1.6682
H 4.2622 -2.1973 0.0646
H 4.4714 -0.5137 0.6687
H 3.8746 0.0860 -1.5963
C -1.1405 -0.5554 0.9721
C -2.4355 -0.1383 0.3708
C -3.0425 1.0459 0.2185
N -4.2864 0.8546 -0.3989
C -4.3608 -0.4101 -0.5465
O -3.2714 -1.0933 -0.1119
H -0.3227 -0.0470 0.4425
H -1.0809 -0.1966 2.0119
H -0.9614 -1.6305 0.9350
H -2.6789 2.0207 0.4868
H -5.1433 -1.0380 -0.9675
```

Gap between HOMO and LUMO = 9.7 eV
Spin multiplicity = 1
Total charge = 0
E_LUMO = 0.84 eV
Electronic energy = -537.227574 Eh

***

The following is a quantum chemistry calculation of a 2-piece molecular cluster, C9H16N2O2P overall in a non-equilibrium geometry, from the Open Molecules 2025 dataset.

```
30
C9H16N2O2P | the Open Molecules 2025 dataset | ωB97M-V with the def2-TZVPD basis set
C -1.9571 -3.7171 0.3613
C -0.5621 -3.8863 -0.2578
C 0.2937 -2.6228 -0.3094
N -0.4787 -1.4544 -0.8553
P -1.2326 -1.6673 -2.2808
H -2.2355 -2.6636 0.4709
H -2.0062 -4.1484 1.3627
H -2.7311 -4.2084 -0.2338
H 0.0130 -4.6117 0.3260
H -0.6075 -4.3278 -1.2649
H 1.1770 -2.7754 -0.9384
H 0.6265 -2.3219 0.6863
H 0.0662 -0.5945 -0.8586
H -1.4972 -0.4272 -2.8461
H -2.4459 -2.3224 -2.1069
H -0.5354 -2.4164 -3.2320
C 1.7040 1.4344 1.2596
C 2.5263 2.5494 1.3501
C 2.0239 3.8098 1.0622
C 0.6986 3.9181 0.6900
C -0.1464 2.8301 0.5964
C 0.3729 1.5773 0.8840
N 0.1524 5.2613 0.3718
O 0.9331 6.1843 0.3651
O -0.9860 5.3044 -0.0430
H 2.1029 0.4569 1.5006
H 3.5595 2.4427 1.6508
H 2.6346 4.6984 1.1236
H -1.1773 2.9815 0.3126
H -0.2856 0.7168 0.8530
```

Gap between HOMO and LUMO = 9.0 eV
Spin multiplicity = 1
Total charge = +1
E_LUMO = -3.65 eV
Electronic energy = -953.499456 Eh